[1]
C22H27As2FeI2N4S3 | ωB97M-V with the def2-TZVPD basis set

- Relative energy (zero: lowest compared OMol25 entry of this formula, charge and spin): 0.331 eV
- Charge: +1
- Electronic energy: -233980.430 eV

Last column: Mulliken charge in e.
Element x y z (Å)
Fe1 -0.13 -0.05 -0.19  -0.363
S1 1.92 2.46 1.33  -0.473
C1 1.11 1.30 2.34  0.336
C2 1.26 1.49 3.73  -0.855
C3 0.67 0.63 4.61  -0.479
C4 -0.04 -0.45 4.11  -1.231
C5 -0.14 -0.57 2.74  -1.364
N1 0.38 0.29 1.84  1.138
H1 1.87 2.32 4.07  0.459
H2 0.78 0.78 5.68  0.418
H3 -0.50 -1.19 4.75  0.486
H4 -0.65 -1.43 2.33  1.309
C6 -3.54 -1.28 -1.12  -1.205
As1 -2.12 -1.36 0.21  1.378
C7 -3.28 -1.34 1.78  -1.200
C8 -1.58 -3.23 0.08  0.352
C9 -2.53 -4.24 0.06  -0.862
C10 -2.15 -5.57 -0.06  -0.828
C11 -0.81 -5.90 -0.16  -0.753
C12 0.15 -4.90 -0.14  -0.827
C13 -0.22 -3.56 -0.02  -0.007
As2 1.09 -2.13 -0.01  1.071
C14 2.48 -2.71 -1.24  -1.276
C15 2.11 -2.50 1.61  -1.165
H5 -4.34 -1.95 -0.82  0.551
H6 -3.16 -1.58 -2.09  0.264
H7 -3.93 -0.27 -1.16  0.398
H8 -3.85 -2.27 1.81  0.445
H9 -3.97 -0.51 1.66  0.451
H10 -2.74 -1.22 2.71  0.306
H11 -3.59 -4.00 0.14  0.280
H12 -2.90 -6.35 -0.08  0.413
H13 -0.51 -6.93 -0.26  0.414
H14 1.20 -5.16 -0.23  0.352
H15 2.91 -3.65 -0.87  0.527
H16 3.26 -1.95 -1.25  0.464
H17 2.14 -2.85 -2.26  0.360
H18 2.50 -3.52 1.55  0.474
H19 1.51 -2.40 2.51  0.365
H20 2.94 -1.80 1.66  0.422
S2 -1.31 2.07 -0.01  -0.511
C16 -0.51 3.19 -1.03  -0.043
N2 -0.05 4.33 -0.44  0.124
C17 0.68 5.25 -1.09  -0.092
C18 0.97 5.05 -2.41  -0.816
C19 0.43 3.89 -2.99  -0.005
N3 -0.29 3.01 -2.33  -0.024
H21 -0.18 4.40 0.56  0.337
H22 1.02 6.10 -0.51  0.419
H23 1.57 5.75 -2.97  0.447
H24 0.60 3.68 -4.04  0.461
S3 -1.80 -0.01 -4.40  -0.161
C20 -0.88 -1.42 -4.21  -0.064
C21 -0.37 -1.47 -2.95  -1.339
N4 -0.72 -0.41 -2.15  1.605
C22 -1.47 0.44 -2.81  -0.668
H25 -0.70 -2.11 -5.02  0.473
H26 0.26 -2.25 -2.58  0.071
H27 -2.04 1.22 -2.34  0.376
I1 2.21 1.25 -0.90  0.370
I2 2.53 0.29 -3.65  -0.506

[2]
C22H27BeN4O2PS | ωB97M-V with the def2-TZVPD basis set

- Charge: +2
- Electronic energy: -53819.925 eV

Last column: Mulliken charge in e.
Element x y z (Å)
Be1 0.53 -0.40 0.99  -0.794
N1 3.00 -0.03 1.77  -0.067
P1 2.49 0.04 0.11  0.524
C1 3.93 -0.66 -0.70  0.674
C2 4.23 -2.01 -0.46  -0.437
C3 5.37 -2.56 -1.01  -0.682
C4 6.21 -1.77 -1.80  -0.516
C5 5.89 -0.45 -2.05  -0.709
C6 4.75 0.12 -1.51  -0.392
C7 2.41 1.78 -0.34  0.590
C8 3.10 2.77 0.35  -0.127
C9 3.02 4.09 -0.08  -0.795
C10 2.27 4.40 -1.21  -0.519
C11 1.57 3.42 -1.89  -0.580
C12 1.63 2.10 -1.45  -0.622
C13 2.33 -0.86 2.65  0.690
C14 2.93 -1.35 3.82  -0.896
C15 2.19 -2.17 4.64  -0.303
C16 0.88 -2.51 4.30  -0.755
C17 0.35 -2.00 3.15  -0.101
N2 1.07 -1.18 2.34  0.090
H1 3.99 0.06 1.96  0.393
H2 3.58 -2.63 0.15  0.386
H3 5.62 -3.60 -0.83  0.418
H4 7.10 -2.20 -2.23  0.411
H5 6.54 0.16 -2.68  0.429
H6 4.50 1.15 -1.71  0.354
H7 3.69 2.53 1.22  0.405
H8 3.56 4.86 0.44  0.458
H9 2.23 5.43 -1.56  0.432
H10 0.98 3.67 -2.77  0.437
H11 1.09 1.33 -1.99  0.422
H12 3.95 -1.08 4.05  0.405
H13 2.63 -2.55 5.55  0.448
H14 0.28 -3.16 4.93  0.430
H15 -0.66 -2.22 2.83  0.461
O1 -1.13 1.38 0.13  -0.288
O2 -0.72 0.42 1.10  0.460
C18 -4.98 1.59 2.66  -1.033
C19 -4.55 2.84 1.91  -0.502
N3 -3.18 2.70 1.36  -0.048
C20 -2.05 3.28 1.65  0.551
S1 -0.67 2.89 0.57  0.293
N4 -1.78 4.15 2.60  -0.162
C21 -2.46 4.49 3.88  -0.087
C22 -2.01 5.86 4.34  -1.402
H16 -6.03 1.68 2.94  0.381
H17 -4.40 1.46 3.57  0.282
H18 -4.87 0.70 2.04  0.348
H19 -4.60 3.72 2.53  0.284
H20 -5.20 3.02 1.05  0.341
H21 -3.11 2.02 0.61  0.233
H22 -0.83 4.51 2.56  0.197
H23 -2.18 3.72 4.61  0.257
H24 -3.53 4.46 3.76  0.184
H25 -0.93 5.90 4.47  0.400
H26 -2.46 6.08 5.30  0.388
H27 -2.31 6.63 3.63  0.359

For each record above, in turn, the calculated HOMO energy values are -10.3247 -14.4272 eV.
For each record above, in turn, the calculated frontier orbital gap values are 7.25 8.98 eV.
For each record above, in turn, the calculated maximum force values are 0.76 0.83 eV/Å.